# 1
The following is a quantum chemistry calculation of a structure of composition C5H8O2, from OMol25.

Structure (XYZ):
```
15
Properties=species:S:1:pos:R:3:forces:R:3
O 2.717763 -0.684896 0.628432 -0.25 -0.34 -0.37
C 2.138685 -1.305408 -0.231014 0.22 0.11 0.26
C -0.470933 0.257401 0.685306 0.01 0.11 0.06
C -1.449339 1.120320 0.368210 0.05 0.03 0.09
C -2.242575 0.177237 -0.523759 -0.14 -0.03 -0.13
C -1.062553 -0.780207 -0.204734 0.12 -0.43 -0.15
O -0.742358 -1.873016 -0.597262 -0.18 0.50 0.20
H 2.319876 1.479619 -0.217826 -0.03 0.09 -0.05
H 1.848010 -2.361375 -0.101353 0.10 0.08 -0.01
H 1.847273 -0.837936 -1.192158 0.06 -0.02 0.11
H 0.421701 0.304287 1.298253 -0.18 0.05 -0.08
H -1.620590 2.156616 0.639800 0.00 -0.15 -0.01
H 1.916330 1.980268 -0.595460 0.05 -0.01 0.00
H -2.348211 0.452095 -1.578382 0.04 -0.03 0.14
H -3.211642 -0.144849 -0.129087 0.13 0.03 -0.06
```
Positions in Å, forces in eV/Å.

The calculation puts the largest force on an atom at 0.57 eV/A. The charge is 0. The value obtained for the LUMO energy is 0.0154 hartree. Its electronic energy is -9406.236 eV. Its HOMO energy is -9.9 eV. For the energy above the lowest of the compared OMol25 structures with the same formula, charge and spin, the calculation gives 346.94 kJ/mol.

# 2
The following is a quantum chemistry calculation of a cluster of 2 separate species, C4HF3N4 in total in a non-equilibrium geometry, from OMol25.

Structure (XYZ):
```
12
Properties=species:S:1:pos:R:3:forces:R:3
C -2.111605 -0.662256 1.944151 0.38 0.17 -1.10
C -1.425081 -0.250707 0.845166 0.42 -0.53 -0.92
C 0.332784 0.906773 3.912093 0.22 1.18 -0.16
C 1.357815 1.572955 3.029780 0.62 -1.48 1.13
N -2.681842 -0.913473 2.900959 -0.78 -0.46 1.22
N -0.786783 -0.120913 -0.136505 -0.46 1.16 2.30
N -0.370364 0.525029 4.730739 -0.09 -0.21 -0.09
N -0.167595 0.426203 -1.035627 -0.31 -0.08 -1.58
F 1.347728 1.034931 1.832918 0.25 -1.04 -0.89
F 1.234390 2.847965 2.825973 -0.37 1.19 0.78
F 2.545940 1.313370 3.653120 -0.56 0.40 -0.75
H 0.820399 0.278763 -0.948954 0.69 -0.29 0.04
```
Positions in Å, forces in eV/Å.

The calculation puts the largest force on an atom at 2.62 eV/A. The charge is 0. The value obtained for the LUMO energy is -0.0123 hartree. Its electronic energy is -18272.271 eV. Its HOMO energy is -9.4 eV.

# 3
The following is a quantum chemistry calculation of a cluster of 12 separate species, C60H67FN8O28S3 in total in a non-equilibrium geometry, from OMol25.

Structure (XYZ):
```
167
Properties=species:S:1:pos:R:3:forces:R:3
O 14.835891 9.380800 28.222824 -0.89 -0.94 -0.89
N 14.566307 10.553095 28.333240 1.27 -0.06 0.48
O 15.264556 11.277671 28.998609 0.35 1.12 0.63
C 13.450461 11.178402 27.659563 -0.84 -0.16 -0.61
C 13.325664 12.549984 27.725555 -0.65 0.23 1.06
C 12.192963 13.146885 27.199135 0.44 0.28 -0.57
C 11.299514 12.436865 26.409570 -0.07 -0.11 0.78
C 11.499537 11.064251 26.270555 -0.26 0.12 0.31
C 12.514854 10.422033 26.962267 0.62 -0.19 -0.74
H 13.934373 13.154450 28.381453 0.41 -0.19 -0.21
H 12.085336 14.202460 27.391358 -0.28 0.02 -0.15
H 10.395041 12.933009 26.079368 0.10 -0.17 -0.40
H 10.821871 10.461125 25.685203 -0.07 0.12 -0.08
H 12.645759 9.354215 26.831055 0.05 0.05 0.28
O 7.651587 9.067326 20.168369 0.03 -0.04 -1.28
N 7.763593 8.896951 21.345281 -0.83 0.65 1.69
O 6.821970 8.862218 22.130761 0.39 -0.18 -0.25
C 9.106917 8.801993 21.924653 -0.12 -0.67 -0.33
C 9.273306 8.700615 23.280755 0.36 -0.36 0.84
C 10.561338 8.467343 23.758486 -0.86 0.88 0.14
C 11.623626 8.370405 22.896126 0.90 -0.38 -0.18
C 11.446859 8.430674 21.517434 -0.60 0.64 0.57
C 10.157337 8.667211 21.049588 0.94 -0.09 -0.83
H 8.463396 8.741724 23.994709 -0.24 0.17 -0.26
H 10.713138 8.515665 24.826103 0.12 -0.39 0.06
H 12.608634 8.218354 23.325741 0.02 0.05 -0.16
H 12.294583 8.422790 20.848916 -0.05 -0.23 -0.09
H 9.989114 8.744550 19.983723 -0.16 0.00 0.08
O 4.816905 13.157418 29.222938 -0.46 -0.01 0.54
N 4.205063 13.035874 30.264258 -1.18 0.05 -0.35
O 2.997717 13.290776 30.406929 1.34 -0.17 -0.21
C 4.915461 12.548731 31.454903 -0.41 -0.04 -0.25
C 4.515421 13.094189 32.651898 0.19 0.02 0.47
C 5.114677 12.606631 33.799601 -0.12 0.20 0.30
C 6.088520 11.616814 33.746904 -0.19 0.55 0.57
C 6.459076 11.081860 32.531873 -0.17 -0.19 0.20
C 5.828371 11.519557 31.380515 0.18 -0.67 -0.25
H 3.751592 13.856609 32.673808 0.01 0.01 0.03
H 4.818303 12.984760 34.771343 -0.01 0.09 -0.10
H 6.492408 11.323874 34.708851 0.27 -0.32 -0.26
H 7.165419 10.267635 32.455464 0.05 -0.03 0.06
H 5.997140 10.911398 30.507148 0.01 0.61 -0.44
O 5.881836 1.439289 27.613978 0.48 0.14 1.20
N 5.279414 1.318631 26.586053 -0.32 -0.15 -1.24
O 5.225238 0.297100 25.932762 -0.14 -0.27 -0.06
C 4.615078 2.503496 26.026969 0.05 0.51 0.32
C 4.619943 3.670043 26.773664 0.04 -0.25 -0.48
C 4.047636 4.808335 26.220638 -0.32 0.24 1.04
C 3.553354 4.831687 24.929796 -0.51 -0.95 -0.15
C 3.591965 3.639353 24.197334 -0.14 0.26 0.22
C 4.059631 2.464476 24.765609 0.51 0.16 -0.89
H 5.075403 3.678731 27.751384 -0.13 0.01 0.08
H 3.884629 5.613811 26.932649 0.23 0.35 -0.50
H 2.997933 5.665639 24.519746 0.35 0.26 0.12
H 3.224855 3.608145 23.179652 -0.06 0.05 0.04
H 4.118767 1.594171 24.128690 -0.07 -0.25 0.35
O 4.009626 8.272644 30.468390 0.19 -1.44 0.53
N 4.080626 7.179137 31.036723 -0.01 0.89 -0.22
O 4.679874 6.201906 30.632092 -0.04 0.34 -0.66
C 3.380456 7.005055 32.311714 0.62 0.03 -0.31
C 2.652393 8.034169 32.811172 -0.94 0.60 -0.15
C 1.850103 7.807423 33.907729 0.56 0.68 0.33
C 1.886291 6.579201 34.546574 -0.70 0.93 0.66
C 2.732832 5.598941 34.099003 -0.17 -0.66 0.45
C 3.488569 5.814560 32.979703 0.07 -1.11 -0.98
H 2.610732 8.972766 32.302848 0.14 0.43 -0.23
H 1.349116 8.688069 34.291576 -0.46 -0.40 0.17
H 1.249898 6.448502 35.413835 0.11 -0.24 0.00
H 2.763086 4.643723 34.603360 0.08 -0.04 -0.02
H 4.029536 5.002921 32.514870 0.20 0.10 0.22
O 10.760673 17.381857 30.027025 0.12 0.21 -0.08
N 10.421827 16.466195 29.307399 -0.24 -0.12 0.33
O 11.173089 15.631385 28.847729 0.32 -0.09 -0.11
C 8.996600 16.302838 29.031626 -0.32 0.21 0.40
C 8.498763 15.042749 28.802521 0.39 -0.13 -0.54
C 7.144209 14.852579 28.538270 1.17 -0.90 1.89
C 6.289376 15.892929 28.811526 -0.80 0.80 -0.87
C 6.787675 17.165774 29.078034 0.36 0.25 -0.45
C 8.150142 17.386203 29.171586 -0.15 0.25 0.26
H 9.167281 14.194819 28.883014 0.01 0.00 -0.42
H 6.906439 13.797910 28.519851 -0.80 0.26 -0.59
H 5.212662 15.807807 28.716402 0.05 -0.35 0.06
H 6.144031 18.035755 29.110939 -0.21 -0.20 0.29
H 8.523485 18.369028 29.423627 0.15 -0.05 -0.16
O 13.714201 9.223374 30.862259 0.53 -0.19 0.20
N 12.599306 9.649634 31.037493 -0.54 0.27 -0.35
O 11.582837 8.990898 30.937479 -0.09 -0.19 0.13
C 12.438625 11.093124 31.272479 -0.32 -0.20 1.09
C 13.530116 11.841897 31.648222 1.40 0.32 -1.23
C 13.427685 13.221803 31.698558 -1.11 -0.01 0.92
C 12.168645 13.792091 31.529643 0.54 0.94 -0.56
C 11.088929 13.032189 31.138502 -0.49 -0.37 0.97
C 11.177918 11.652829 31.178792 -0.13 0.06 -1.82
H 14.530795 11.424334 31.643313 -0.24 -0.36 0.28
H 14.258443 13.855082 31.969414 0.18 -0.13 -0.08
H 12.056983 14.868902 31.607197 0.06 -0.04 -0.11
H 10.131594 13.467713 30.888843 0.01 0.20 0.17
H 10.321077 11.090051 30.831688 0.12 -0.35 0.32
O 8.820158 6.976581 26.978727 0.52 -0.28 0.23
N 9.575347 6.148809 26.481523 -0.84 0.31 -0.65
O 9.195485 5.187910 25.844599 -0.04 -0.05 0.23
C 11.014908 6.375527 26.534165 0.15 -0.80 0.28
C 11.594112 6.843491 27.698466 0.40 0.35 0.44
C 12.985295 6.917521 27.755187 0.23 0.19 -0.52
C 13.725509 6.645839 26.610057 -0.14 0.33 -0.63
C 13.109101 6.168607 25.458168 -0.18 -0.15 -0.09
C 11.743480 5.930475 25.442986 0.34 -0.04 0.33
H 11.003870 7.169928 28.548720 -0.12 -0.15 -0.09
H 13.550809 7.278768 28.602585 -0.46 0.06 0.29
H 14.771296 6.915664 26.537106 0.09 -0.25 0.38
H 13.671102 5.973000 24.552687 0.15 -0.11 0.16
H 11.272201 5.367217 24.651108 -0.13 0.37 -0.15
O 8.797855 8.226783 30.439041 -0.80 1.86 -0.54
C 8.398299 7.343771 31.093740 0.17 -1.97 0.80
O 9.183280 6.278334 31.313778 0.18 -0.53 0.55
C 8.531353 5.330602 32.173705 0.12 0.44 -0.67
C 7.063399 5.736666 32.007072 0.84 0.10 1.74
F 6.404619 5.668668 33.217516 0.25 -0.03 -0.28
O 7.177124 7.135691 31.715432 0.04 -0.34 -1.20
H 8.826381 4.366995 31.773812 -0.37 -0.27 0.25
H 8.851970 5.460079 33.208369 -0.01 0.00 -0.04
H 6.502717 5.088425 31.342690 -0.12 0.69 -0.59
C 4.886263 8.774832 25.506067 -0.16 0.63 0.14
C 5.790699 9.154082 26.668422 -0.27 -0.40 -0.13
O 6.455109 10.396628 26.310820 0.00 -0.24 -0.14
S 7.390439 11.130316 27.342935 -0.10 -1.24 0.50
C 8.582237 9.843245 27.675512 -0.20 1.53 -0.28
O 7.911733 12.225997 26.616275 0.82 0.74 -0.64
O 6.696180 11.414881 28.558468 -0.16 -0.25 0.17
H 4.554313 7.741526 25.569133 -0.13 0.04 0.26
H 5.303643 8.910611 24.507355 0.43 0.07 0.22
H 4.040403 9.455741 25.598267 -0.27 -0.34 -0.38
H 5.178484 9.337106 27.551817 0.05 0.02 0.11
H 6.504896 8.365161 26.913908 0.21 0.21 -0.22
H 9.028876 9.673456 26.703424 0.04 -0.67 0.05
H 8.027341 9.045073 28.140987 0.24 -0.38 -0.09
H 9.332428 10.241276 28.354246 -0.03 0.01 0.10
C 4.496360 12.786507 24.857163 -0.58 0.70 0.17
C 3.863894 14.153064 24.750784 1.34 0.63 -1.23
O 2.796504 14.288023 25.702487 -0.07 0.09 -0.44
S 1.371511 14.758628 25.184898 -0.18 0.46 0.58
C 0.907283 15.697883 26.617064 -0.90 -1.31 -0.16
O 1.505282 15.617398 24.062443 0.36 0.56 -0.66
O 0.513047 13.630946 25.061558 -0.17 -0.62 0.21
H 3.673140 12.076631 24.796416 0.23 -0.35 0.27
H 5.034947 12.775940 25.799054 0.12 -0.70 0.00
H 5.139061 12.622433 23.996964 0.30 -0.03 0.14
H 4.582323 14.964332 24.918940 -0.03 -0.21 0.61
H 3.635610 14.353945 23.698146 -1.12 -0.16 0.32
H 1.249567 15.083748 27.448301 0.42 0.58 0.26
H -0.178994 15.604205 26.668205 -0.02 0.31 -0.23
H 1.208618 16.730148 26.536338 0.40 0.03 0.22
C -0.685192 7.996142 29.817233 0.64 -1.43 2.11
C 0.449555 7.723968 28.869973 -0.10 0.48 -1.74
O 0.943856 9.002407 28.298283 0.12 -0.76 0.46
S 0.824547 9.131809 26.734006 0.83 1.82 -0.80
C 1.542277 10.727292 26.502712 0.85 -0.29 1.14
O 1.690729 8.219806 26.047438 -0.20 -0.80 0.35
O -0.540977 9.246632 26.365436 -1.03 -0.70 -0.09
H -1.266994 8.903576 29.755550 0.08 0.13 -0.67
H -0.257109 7.953126 30.830037 -0.05 0.57 -0.01
H -1.326957 7.111056 29.885009 -0.27 0.25 -0.54
H 1.328149 7.213237 29.258488 -0.10 0.25 0.52
H 0.128409 7.084207 28.039465 -0.10 0.25 -0.01
H 1.040395 11.489338 27.089319 -0.41 0.05 -0.37
H 1.581042 10.895135 25.433794 -0.27 0.20 -0.06
H 2.556791 10.673783 26.908028 0.03 -0.03 -0.21
```
Positions in Å, forces in eV/Å.

The calculation puts the largest force on an atom at 2.63 eV/A. The charge is 0. The structure (SMILES) is O=[N+]([O-])c1ccccc1.O=[N+]([O-])c1ccccc1.O=[N+]([O-])c1ccccc1.O=[N+]([O-])c1ccccc1.O=[N+]([O-])c1ccccc1.O=[N+]([O-])c1ccccc1.O=[N+]([O-])c1ccccc1.O=[N+]([O-])c1ccccc1.O=C1OC[C@@H](F)O1.CCOS(C)(=O)=O.CCOS(C)(=O)=O.CCOS(C)(=O)=O. The value obtained for the LUMO energy is -0.0377 hartree. Its electronic energy is -167756.265 eV. Its HOMO energy is -9.9 eV.